1.
The following is a DFT calculation (ωB97M-V/def2-TZVPD) of a cluster of 9 separate species, C29H84BrF3N7O10S in total in a non-equilibrium geometry.

The geometry in XYZ format:
```
135
Properties=species:S:1:pos:R:3:mulliken_charge:R:1
H -4.488 9.586 7.711 0.333
F -4.714 -0.009 6.794 -0.230
H 4.743 3.302 7.777 0.299
O -5.203 -2.313 4.581 -0.658
N 3.571 2.787 6.091 -0.360
H -0.595 -3.498 -7.858 0.442
H -2.255 2.954 -3.179 0.395
C -4.848 7.550 5.841 -0.635
H -4.221 5.096 -1.235 0.354
H -4.565 7.057 3.715 0.307
H 0.204 -0.294 2.934 0.456
H -1.177 0.199 2.046 0.296
H 0.777 4.673 9.668 0.362
H 1.860 -3.374 -1.908 0.253
H -2.905 -5.238 -5.229 0.404
N -4.905 4.587 -1.777 -0.241
H -2.876 4.778 -3.236 0.414
H -5.317 0.434 -2.305 0.335
H 7.339 3.402 -5.663 0.361
H -1.281 -4.460 -9.169 0.469
H -2.147 6.694 5.398 0.326
H 3.076 3.596 9.361 0.430
N -2.648 7.069 4.605 -0.262
H 6.175 1.759 -2.333 0.364
O 3.726 1.995 -5.748 -0.347
H -5.933 7.443 5.840 0.452
C 3.387 -7.716 -0.376 -0.780
H -5.106 -0.112 -0.705 0.292
H -0.157 -0.736 -0.208 0.402
C -4.168 6.726 4.675 0.153
H 4.023 1.574 -3.769 0.395
C -4.092 3.461 -2.344 0.200
C -3.990 2.382 -1.307 -0.805
C 6.575 2.535 -2.985 -1.402
N 5.172 -7.868 -3.970 -0.220
C -5.374 -1.123 7.062 0.600
H -1.340 -0.850 3.468 0.474
H 6.316 3.505 -2.561 0.397
H 0.324 -3.843 1.892 0.330
C 4.343 2.355 -4.460 -0.741
C -0.522 -1.843 1.643 0.399
C 1.540 -2.453 -1.422 -0.782
H 5.347 -7.049 -3.405 0.337
H 0.658 3.015 10.064 0.362
H -4.766 3.132 -3.135 0.348
H -3.331 1.588 -1.657 0.479
S -6.235 -1.692 5.399 1.048
H 5.535 -7.776 -4.908 0.360
C -2.235 -5.018 -7.282 0.157
H 4.366 5.314 6.249 0.380
H -4.463 7.164 6.785 0.401
H -3.108 -4.401 -7.497 0.344
H 0.981 -2.058 -2.270 0.329
H 2.644 2.997 5.749 0.355
H -5.473 5.199 -2.346 0.336
H -2.000 -3.838 -5.400 0.377
H -5.333 5.096 4.577 0.380
H -2.174 4.251 -1.878 0.397
H 2.308 -7.724 -0.221 0.295
C 2.756 3.120 8.435 -0.721
H -3.735 4.693 3.922 0.393
C 4.060 0.771 -6.389 -0.648
C 3.746 3.559 7.421 0.294
Br 3.971 -2.599 5.275 -0.917
H 5.087 0.758 -6.754 0.280
C -5.642 0.640 -1.285 -0.714
H 2.208 -9.340 -5.296 0.366
O 3.760 -7.473 -1.699 -0.355
H -3.605 -6.678 -7.582 0.359
O 0.655 -2.673 -0.356 -0.322
H 1.696 -6.083 -8.807 0.268
H -5.931 9.859 6.691 0.344
H 3.476 -9.301 -2.411 0.407
H 6.338 1.511 -4.910 0.307
O -7.252 -2.685 5.806 -0.649
H -2.652 8.076 4.527 0.371
O -4.496 8.895 5.545 -0.371
C -4.845 9.770 6.698 -0.807
F -4.524 -2.107 7.444 -0.236
H 3.819 -8.617 0.060 0.344
H -0.474 3.872 8.954 0.257
H -1.507 -2.232 1.387 0.279
H -3.973 4.773 5.692 0.398
H -2.163 -6.818 -8.429 0.326
O -6.765 -0.459 4.796 -0.665
H 6.548 4.494 -4.751 0.358
H 3.392 0.687 -7.246 0.246
N 6.448 3.616 -5.239 -0.262
O 0.060 -5.368 -7.814 -0.244
H 5.872 3.731 -6.060 0.349
H 5.570 -8.690 -3.538 0.357
H 3.604 1.778 6.115 0.360
H 7.663 2.481 -2.946 0.413
H -2.244 6.716 3.749 0.342
C -2.032 -4.865 -5.765 -1.424
C 1.085 -5.188 -8.695 -0.855
C -4.260 5.201 4.732 -1.424
H -4.593 10.808 6.479 0.300
H 3.894 -6.983 0.253 0.296
H -0.763 -3.478 3.064 0.401
C -0.755 -0.660 2.568 -1.578
N -2.605 -6.541 -7.564 -0.267
H 3.555 -10.282 -4.710 0.402
H 2.684 5.322 6.847 0.383
C 3.137 -8.297 -2.664 -0.715
H -2.226 -7.178 -6.878 0.363
H 0.763 -5.058 -9.728 0.353
H -5.681 4.279 -1.209 0.352
H 1.721 -4.340 -8.440 0.320
O 1.445 3.563 8.074 -0.334
H -3.547 2.812 -0.408 0.345
C 5.954 2.407 -4.423 0.223
C 0.323 -1.502 0.401 -0.756
H 3.857 -0.097 -5.762 0.299
H -1.134 -5.417 -5.490 0.376
C 3.699 4.975 7.041 -1.448
H 2.415 -1.830 -1.237 0.324
H 2.812 2.034 8.511 0.435
O -5.283 1.949 -0.855 -0.385
H 2.051 -8.204 -2.652 0.433
H -6.722 0.584 -1.148 0.265
N -0.042 -3.097 2.467 -0.327
H 3.958 3.210 -3.904 0.409
H 1.199 -0.926 0.700 0.435
C -2.718 3.829 -2.723 -1.369
H 3.678 5.656 7.892 0.410
H 0.689 -2.857 3.122 0.327
H 3.868 -9.217 -6.003 0.394
C -1.015 -4.471 -8.112 -0.768
H 3.118 -7.191 -4.404 0.299
C 3.277 -9.299 -5.091 -1.292
H 4.245 3.003 5.370 0.359
F -6.204 -0.902 8.010 -0.207
C 0.569 3.701 9.221 -0.847
C 3.619 -8.101 -4.072 0.071
```

The molar mass comes out at 860.00 g mol⁻¹. Its relative energy (zero: lowest compared OMol25 entry of this formula, charge and spin) is 364.4 kJ/mol. The LUMO energy is -9.2 eV. Its total charge is +5. As for the HOMO energy: -0.47707 Eh. The value obtained for the gap between HOMO and LUMO is 3.799 eV.


2.
The following is a DFT calculation (ωB97M-V/def2-TZVPD) of a cluster of 13 separate species, C29H84O13 in total in a non-equilibrium geometry.

The geometry in XYZ format:
```
126
Properties=species:S:1:pos:R:3:mulliken_charge:R:1
C 3.582 0.137 -1.860 0.263
H -1.127 4.034 4.437 0.351
H 0.041 -5.061 -5.407 0.409
C -0.285 0.206 -4.721 -0.719
C 4.548 -0.596 2.910 0.546
H -3.895 -1.392 2.308 0.587
H -4.069 -3.294 1.008 0.236
H -1.267 6.334 -0.888 0.318
H -2.216 -0.850 -2.628 -0.258
C -5.672 0.143 1.605 -1.596
H -0.014 1.772 4.842 0.501
H -1.094 3.381 -0.133 -0.299
O 0.251 -1.362 3.730 -0.431
C -2.084 3.694 0.020 0.243
H 5.404 0.650 -2.755 0.560
O 1.692 1.543 -4.496 -0.504
C -2.322 6.080 -0.707 -1.623
H -3.572 0.033 -3.151 0.516
O -2.502 0.937 -1.751 -0.218
C 1.408 -2.843 1.162 -0.407
H -3.027 3.714 -2.553 0.397
H -1.685 2.135 2.264 -0.590
H -3.814 4.580 -0.967 0.217
O -1.513 0.953 4.762 -0.612
H -0.540 2.273 -2.609 -0.313
H -0.154 1.099 2.463 -0.855
C 0.289 1.614 -2.745 0.100
O 5.731 -0.831 -1.721 -0.552
C 0.469 1.461 -4.249 -0.020
H 0.075 -5.404 -3.707 0.457
H -2.643 2.803 0.123 -0.435
C 3.460 -0.062 2.031 0.134
C -4.265 0.632 1.831 1.464
H -0.163 2.309 -4.638 0.198
C 1.226 -1.013 4.610 -0.844
O 1.848 -2.434 -0.100 -0.464
H 4.611 -2.420 1.969 0.197
C -2.675 4.642 -1.032 0.247
H -3.196 1.326 3.114 0.077
H -1.301 -4.430 -4.412 0.288
H 3.521 1.002 1.815 0.612
O -2.466 4.426 -2.238 -0.570
H -2.793 6.754 -1.379 0.480
H -1.307 0.235 -4.280 0.111
C -1.655 3.078 4.716 -1.652
H 2.605 2.199 -0.409 -0.345
C -0.925 1.903 4.267 0.297
C -4.014 -3.570 -0.081 -1.528
C -2.556 -3.604 -0.635 1.626
H -0.882 -3.095 -0.193 -0.336
H -0.513 -0.573 1.012 -0.156
H -1.643 -5.406 -0.085 0.277
H -4.688 -2.784 -0.401 0.339
H 6.511 -0.789 -2.289 0.431
H 3.210 0.959 -2.395 0.500
H 2.767 -2.706 -0.106 0.200
H 4.564 0.944 3.887 0.419
H 0.260 -3.277 -1.910 0.131
H -0.649 -0.752 -0.694 -0.678
H 1.424 -3.934 1.088 0.534
H -1.318 -4.915 -1.836 0.065
C 5.515 1.122 -0.636 -0.973
H 1.414 3.411 -0.092 0.079
C -3.355 -0.557 1.860 -0.097
C 4.614 -2.004 3.025 -1.311
H 1.985 -2.511 2.000 -0.120
O 4.372 -0.001 3.986 -0.566
C -0.194 -4.649 -4.395 -1.718
H -1.590 3.206 5.829 0.374
C 5.097 0.261 -1.780 0.008
H 1.468 -0.398 0.513 -1.282
H -2.081 4.148 0.985 0.638
H 0.285 0.684 -2.200 -0.309
C 0.582 -3.354 -4.152 0.493
O -4.163 1.300 2.864 -0.651
C -0.409 0.011 0.114 0.356
H 5.592 -0.413 2.565 0.133
H 1.980 2.325 1.209 -0.329
H 1.908 -1.877 4.605 0.491
C -3.045 -0.224 -2.266 -0.207
H -6.368 0.908 1.326 0.438
H -1.059 0.879 0.062 0.148
H 0.168 -0.671 -4.360 -0.152
H 0.556 -1.693 -2.677 -0.569
O -1.763 -3.047 0.137 -0.224
H -2.000 1.284 -2.531 -0.070
H 0.243 -2.682 -4.932 0.282
H 2.532 -0.178 2.599 -0.783
H 1.971 2.485 -4.367 0.495
H -2.666 6.362 0.353 0.311
H -3.843 1.159 0.937 -0.451
H 0.395 -2.650 1.276 0.082
H 3.017 0.321 -0.977 -0.795
H -2.394 -0.449 2.491 -0.285
H 6.618 1.208 -0.488 0.388
H -0.540 0.295 -5.818 0.474
H -0.179 2.918 2.487 0.915
H -4.531 -4.502 -0.008 0.477
H 3.467 -0.583 1.080 -0.256
C 2.232 2.871 0.352 0.756
H 2.259 -2.717 -4.372 0.367
H -6.123 -0.299 2.539 0.375
H 0.720 -0.982 5.572 0.309
H 2.419 4.763 0.845 0.347
C -0.706 2.054 2.782 0.782
C -2.108 -4.987 -1.021 -1.173
O 1.791 -3.542 -4.258 -0.566
H -0.949 -2.533 -2.799 -0.124
O 2.956 4.073 0.584 -0.666
O 0.926 0.322 0.160 2.972
H -2.692 3.108 4.417 0.287
H 5.117 0.795 0.246 -0.095
H 5.128 2.124 -0.781 0.306
H -5.611 -0.697 0.917 0.250
H 0.170 -2.342 3.850 0.293
H -1.083 0.071 4.573 0.360
H -2.873 -5.734 -1.329 0.457
H 1.585 -0.014 4.335 0.198
H -3.629 -0.962 -1.763 0.118
H 3.337 -0.811 -2.324 0.166
C 0.156 -2.640 -2.822 0.364
H -3.166 -0.963 0.807 -0.443
H 3.716 -2.295 3.546 0.091
H -2.581 -2.932 -1.544 -0.387
H 0.927 2.329 -2.272 0.478
H 5.540 -2.436 3.383 0.422
```

The molar mass comes out at 640.98 g mol⁻¹. Its relative energy (zero: lowest compared OMol25 entry of this formula, charge and spin) is 1347.3 kJ/mol. The LUMO energy is 0.3 eV. Its total charge is 0. As for the HOMO energy: -0.33216 Eh. The value obtained for the gap between HOMO and LUMO is 9.379 eV.


3.
The following is a DFT calculation (ωB97M-V/def2-TZVPD) of a cluster of 11 separate species, C29H86N16O11 in total in a non-equilibrium geometry.

The geometry in XYZ format:
```
142
Properties=species:S:1:pos:R:3:mulliken_charge:R:1
C 3.772 -6.348 -4.168 -0.552
H -0.835 -7.127 5.575 0.128
N 0.958 -7.174 -0.290 -0.181
C -2.976 -1.888 2.112 -0.598
H 5.828 -4.413 -1.227 -0.676
H -4.280 1.059 2.838 0.280
H 1.560 -2.236 -4.640 0.137
C -0.651 2.442 3.750 -0.488
O 6.584 -2.419 -1.393 -0.504
H 4.662 -1.944 -0.764 0.146
H 5.156 -6.007 -0.635 -0.235
H 2.927 -3.516 -2.056 -0.390
H 0.970 -4.295 5.067 0.156
H -3.529 -4.692 6.452 0.361
C 5.075 -7.106 5.282 0.866
C 4.592 -7.366 -6.905 0.872
C -3.973 -0.947 2.723 0.698
C 5.686 -1.764 -0.437 -0.584
C 7.770 -4.473 -2.260 0.702
H 5.435 -4.513 5.056 0.194
H 6.204 -9.358 1.200 0.229
N -1.748 -7.431 5.265 -0.641
H 5.818 -2.102 0.591 0.274
H 3.980 -5.469 1.901 -0.365
H 4.818 -6.528 6.170 0.234
H 3.322 -1.422 6.252 0.238
N 5.664 -6.877 -0.553 -0.088
N 5.912 -6.349 4.392 -0.672
H 1.707 -3.001 -0.197 0.238
H 3.564 -6.424 3.803 0.031
H -1.905 -8.089 6.015 0.280
H 0.905 -7.957 0.346 0.208
H 0.679 1.063 1.850 0.332
H 5.127 -9.002 -8.085 0.246
H 5.891 -3.725 6.453 0.168
H 5.596 -7.451 -1.380 0.092
H 2.214 -2.745 1.430 -0.380
C -2.953 -5.612 6.558 -1.282
N 2.310 -3.265 0.569 0.857
N 2.008 -0.763 3.577 0.059
C 6.779 -3.885 -1.300 0.383
C -1.993 -5.382 4.109 -0.285
H -0.915 2.535 4.804 0.248
H 2.735 -6.189 -6.914 0.275
H -3.467 -6.351 7.172 0.372
N 0.479 -6.202 -2.118 -0.111
H 3.221 -4.089 2.576 -0.137
C 9.115 -3.761 -2.134 -1.511
C 5.273 -8.688 8.004 -0.800
N 5.936 -8.721 0.464 -0.379
H -2.696 0.543 2.471 0.110
H 6.791 -8.246 6.019 0.474
H 3.706 -5.788 -3.235 -0.086
O 3.169 -5.034 -0.444 0.196
O 4.876 -7.294 -4.350 -0.250
H 5.769 -9.169 -0.426 0.150
C 3.765 -7.262 4.470 -0.999
C 4.837 -8.100 -5.555 -0.844
H -0.054 -6.154 -2.975 0.188
C -2.655 -6.338 5.129 0.386
H 9.843 -3.956 -2.921 0.419
H 7.280 -3.869 -0.332 0.415
H 5.068 -6.387 -6.843 0.031
H 1.859 -6.721 -0.339 0.051
H 6.230 -8.486 8.484 0.319
O 3.670 -2.824 4.357 -0.786
H -5.670 -1.040 1.296 0.389
C -5.420 -1.118 2.354 -1.602
C 1.326 -2.683 -2.766 0.514
O -0.973 -4.578 4.718 -0.373
N 5.270 -8.003 -8.070 -0.778
N 2.630 -2.973 -2.854 -0.132
N 5.311 -3.689 5.627 -0.389
H 4.384 -2.213 7.407 0.189
H -0.802 -2.364 0.839 0.388
H 4.852 -7.648 -8.918 0.241
H 6.790 -6.840 4.309 0.271
C 0.114 -7.116 -1.280 0.504
H 9.022 -2.680 -2.023 0.246
H 3.978 -5.488 -4.804 0.202
H -1.577 -5.866 3.225 0.481
H -5.619 -2.183 2.475 0.367
H 2.896 -7.207 5.127 0.405
N 7.287 -4.477 -3.677 -0.683
H 0.772 -5.047 3.408 0.287
H 2.839 -6.836 -4.447 0.529
C 2.949 -4.337 0.552 -0.385
H -0.122 -2.131 -4.074 0.250
N -3.688 0.413 2.336 -0.732
N 3.336 -4.700 1.780 0.804
O 5.447 -6.924 1.745 -0.816
H -6.137 -0.511 2.906 0.379
C 4.308 -2.831 5.413 0.599
H 3.016 -3.057 -3.783 0.270
H -2.109 -5.158 7.078 0.268
H 2.887 -0.218 0.918 0.220
H 9.512 -4.162 -1.201 0.381
H 5.539 -6.346 3.454 0.146
O 0.458 1.646 3.857 -0.286
H 2.521 -7.928 -7.357 0.314
H 3.683 -8.091 3.767 0.332
N 0.862 -2.293 -3.913 -0.377
O 5.193 -9.231 6.768 -0.360
H 3.876 1.130 1.366 0.535
H 5.826 -8.996 4.741 0.303
H 4.845 -9.451 8.654 0.293
H 5.911 -0.703 -0.324 0.371
H 4.545 -7.894 8.169 0.304
H 4.180 -0.440 2.068 0.282
H 6.298 -4.647 -3.792 0.031
C 1.266 1.511 2.652 -0.882
N 4.074 -2.065 6.457 -0.431
C 0.384 -4.949 4.421 -0.426
H 0.489 -5.947 4.847 0.108
H -2.696 -4.624 3.763 -0.165
C 5.775 -8.446 5.681 -1.026
H 3.955 -8.722 -5.402 0.398
H -3.872 -1.031 3.805 0.165
H 7.905 -5.512 -1.960 0.253
H 7.240 -3.498 -3.919 0.370
H 1.494 -0.332 4.332 0.399
H 1.142 -5.551 -1.723 0.096
C 2.476 0.507 3.006 0.381
C -0.701 -2.301 1.923 0.121
H -0.496 3.459 3.389 0.352
H -3.016 -1.879 1.023 0.381
H 5.680 -8.791 -5.551 0.351
H 0.256 -1.803 2.079 -0.554
H 1.560 2.533 2.413 0.469
H -3.116 -2.912 2.459 0.128
H -1.454 1.978 3.177 0.077
H -3.574 -6.716 4.681 0.327
C 5.643 -7.460 0.625 0.450
C 3.178 -7.059 -7.398 -1.414
H 3.014 1.038 3.792 0.431
C 3.386 0.245 1.770 -1.485
H 2.647 -1.410 4.016 -0.225
H -0.722 -3.342 2.244 0.057
O -1.705 -1.458 2.503 -0.139
H 3.230 -6.746 -8.441 0.466
O -0.836 -7.875 -1.329 -0.750
O 0.717 -2.797 -1.731 -0.687
```

The molar mass comes out at 835.11 g mol⁻¹. Its relative energy (zero: lowest compared OMol25 entry of this formula, charge and spin) is 539.0 kJ/mol. The LUMO energy is 0.2 eV. Its total charge is 0. The structure (SMILES) is COC[C@H](C)N.COC[C@H](C)N.COC[C@H](C)N.COC[C@H](C)N.COC[C@H](C)N.COC[C@H](C)N.NC(N)=O.NC(N)=O.NC(N)=O.NC(N)=O.NC(N)=O. As for the HOMO energy: -0.31695 Eh. The value obtained for the gap between HOMO and LUMO is 8.843 eV.